{
  "formula": "C39H87ClO33P5",
  "method": "the ωB97M-V functional and the def2-TZVPD basis",
  "e_above_lowest_kcal_mol": 91.9,
  "multiplicity": 1,
  "e_tot_ha": -6188.3908,
  "total_charge": -1,
  "homo_lumo_gap_ev": 9.6,
  "max_force_ev_per_a": 4.30,
  "elements": ["Cl", "O", "O", "O", "O", "C", "C", "O", "C", "O", "O", "H", "H", "H", "H", "C", "C", "O", "C", "O", "O", "H", "H", "H", "H", "C", "C", "O", "C", "O", "O", "H", "H", "H", "H", "C", "C", "O", "P", "O", "O", "C", "C", "O", "C", "C", "H", "H", "H", "H", "H", "H", "H", "H", "H", "H", "H", "H", "H", "H", "H", "C", "C", "O", "P", "O", "O", "C", "C", "O", "C", "C", "H", "H", "H", "H", "H", "H", "H", "H", "H", "H", "H", "H", "H", "H", "H", "C", "C", "O", "P", "O", "O", "C", "C", "O", "C", "C", "H", "H", "H", "H", "H", "H", "H", "H", "H", "H", "H", "H", "H", "H", "H", "C", "C", "O", "P", "O", "O", "C", "C", "O", "C", "C", "H", "H", "H", "H", "H", "H", "H", "H", "H", "H", "H", "H", "H", "H", "H", "C", "C", "O", "P", "O", "O", "C", "C", "O", "C", "C", "H", "H", "H", "H", "H", "H", "H", "H", "H", "H", "H", "H", "H", "H", "H"],
  "positions_angstrom": [[-0.839, -0.342, -0.088], [0.038, 0.777, 0.167], [-2.124, -0.186, 0.526], [-0.894, -0.538, -1.562], [-0.205, -1.417, 0.581], [-3.648, -3.397, 0.256], [-2.787, -4.120, -0.763], [-3.713, -4.116, -1.859], [-5.004, -4.016, -1.417], [-5.997, -4.313, -2.064], [-4.960, -3.671, -0.136], [-3.481, -2.324, 0.351], [-3.614, -3.909, 1.217], [-2.517, -5.137, -0.479], [-1.896, -3.517, -0.939], [0.592, 4.173, -1.480], [0.728, 3.171, -2.581], [-0.565, 3.048, -3.115], [-1.417, 3.912, -2.507], [-2.578, 3.885, -2.862], [-0.805, 4.594, -1.570], [1.236, 5.051, -1.523], [0.752, 3.737, -0.494], [1.155, 2.278, -2.125], [1.461, 3.572, -3.281], [0.167, 0.254, 3.818], [1.489, 0.348, 3.236], [2.308, 0.857, 4.269], [1.561, 1.202, 5.340], [1.955, 1.934, 6.243], [0.309, 0.765, 5.156], [-0.156, -0.780, 3.695], [-0.475, 0.915, 3.235], [1.605, 1.012, 2.380], [1.941, -0.595, 2.929], [5.271, 6.784, 0.059], [5.488, 5.643, 0.953], [5.900, 4.540, 0.164], [4.871, 3.395, -0.283], [3.513, 3.852, -0.549], [5.658, 2.678, -1.508], [6.997, 2.244, -1.499], [7.049, 0.815, -1.074], [5.008, 2.391, 1.003], [3.869, 1.599, 1.484], [3.475, 0.524, 0.469], [6.251, 7.125, -0.274], [4.680, 6.451, -0.795], [4.891, 7.656, 0.591], [6.362, 5.852, 1.569], [4.680, 5.396, 1.642], [7.312, 2.131, -2.536], [7.675, 2.719, -0.789], [6.801, 0.693, -0.019], [6.313, 0.139, -1.510], [8.015, 0.344, -1.252], [4.026, 1.184, 2.479], [3.055, 2.314, 1.607], [2.984, 1.086, -0.325], [4.325, 0.021, 0.010], [2.743, -0.202, 0.825], [-3.159, -1.099, -4.300], [-1.991, -2.050, -4.494], [-1.324, -1.671, -5.728], [-1.039, -2.784, -6.871], [-0.070, -2.449, -7.956], [-0.456, -3.969, -5.916], [0.260, -5.121, -6.291], [-0.205, -5.649, -7.723], [-2.510, -3.356, -7.395], [-3.588, -2.504, -7.857], [-3.382, -2.216, -9.315], [-3.826, -1.033, -5.159], [-3.686, -1.400, -3.394], [-2.782, -0.090, -4.130], [-1.342, -1.955, -3.623], [-2.350, -3.078, -4.460], [1.276, -4.757, -6.444], [0.322, -5.857, -5.489], [-1.258, -5.921, -7.785], [-0.067, -4.998, -8.587], [0.422, -6.506, -7.970], [-4.555, -2.978, -7.686], [-3.532, -1.568, -7.301], [-3.756, -2.953, -10.025], [-4.072, -1.399, -9.530], [-2.374, -1.964, -9.643], [4.285, 3.822, -4.664], [3.110, 4.239, -5.560], [2.168, 3.314, -5.726], [2.244, 1.981, -6.673], [3.104, 2.020, -7.855], [0.646, 1.893, -6.941], [0.160, 0.754, -7.751], [-0.076, 1.523, -9.124], [2.534, 0.787, -5.515], [1.520, 0.370, -4.606], [2.294, -0.226, -3.388], [4.085, 3.931, -3.598], [4.440, 2.757, -4.840], [5.214, 4.276, -5.010], [2.724, 5.144, -5.090], [3.578, 4.495, -6.511], [0.927, -0.020, -7.787], [-0.758, 0.316, -7.357], [0.880, 1.899, -9.491], [-0.451, 0.787, -9.835], [-0.778, 2.344, -8.981], [0.770, 1.125, -4.370], [0.962, -0.417, -5.114], [1.647, -0.605, -2.597], [3.051, -0.927, -3.738], [2.887, 0.509, -2.844], [-3.642, 0.964, 9.427], [-3.130, 1.984, 8.383], [-4.148, 2.268, 7.511], [-3.903, 2.661, 5.983], [-2.737, 3.574, 5.745], [-5.287, 3.211, 5.449], [-5.328, 3.866, 4.191], [-6.168, 3.030, 3.271], [-3.914, 1.229, 5.260], [-3.060, 0.945, 4.198], [-3.085, -0.606, 3.949], [-4.025, 0.110, 8.868], [-2.814, 0.686, 10.080], [-4.415, 1.373, 10.077], [-2.843, 2.954, 8.788], [-2.286, 1.504, 7.887], [-5.728, 4.857, 4.406], [-4.391, 4.148, 3.711], [-5.762, 2.028, 3.133], [-7.137, 3.027, 3.769], [-6.331, 3.547, 2.325], [-3.436, 1.444, 3.305], [-2.071, 1.381, 4.338], [-4.084, -1.032, 3.855], [-2.617, -0.933, 3.021], [-2.536, -1.109, 4.745], [2.069, -5.774, 8.260], [1.391, -4.396, 8.033], [0.484, -4.447, 6.880], [-0.034, -3.013, 6.346], [0.870, -1.823, 6.521], [-0.496, -3.335, 4.823], [0.452, -3.565, 3.772], [-0.233, -4.293, 2.547], [-1.490, -2.769, 7.062], [-1.670, -1.983, 8.304], [-3.081, -2.305, 8.838], [2.547, -5.876, 9.235], [1.398, -6.633, 8.243], [2.831, -5.978, 7.508], [0.809, -4.123, 8.913], [2.143, -3.633, 7.828], [0.859, -2.611, 3.436], [1.275, -4.137, 4.199], [0.353, -4.374, 1.632], [-0.687, -5.216, 2.908], [-1.102, -3.717, 2.229], [-0.846, -2.156, 8.996], [-1.634, -0.920, 8.067], [-3.168, -3.385, 8.715], [-3.228, -1.967, 9.864], [-3.889, -1.930, 8.211]],
  "forces_ev_per_angstrom": [[1.3, 1.0, -1.4], [-0.5, 1.2, -0.2], [-0.8, 0.5, -0.6], [-0.6, -0.2, 2.1], [0.7, -2.7, 0.3], [0.6, -0.7, 1.8], [-0.6, 1.1, 0.2], [0.0, -0.4, -1.2], [-0.7, -1.3, -1.2], [2.2, 1.0, 1.3], [-1.9, 0.3, -0.5], [0.1, -0.1, -0.2], [0.6, 0.5, 0.3], [-0.2, 0.0, -0.1], [0.0, -0.2, -0.6], [-0.6, 0.8, 1.5], [1.6, 0.4, 0.3], [0.5, -0.3, -0.3], [-1.7, -2.0, -1.7], [1.3, 1.1, 1.1], [0.3, 0.8, 0.6], [-0.2, 0.0, -0.3], [-0.2, 0.0, 0.0], [-0.5, -0.5, -0.5], [-0.3, -0.3, -0.6], [-1.6, 0.2, -0.4], [3.0, -0.1, -1.3], [0.9, 0.5, 1.0], [0.8, 2.1, 0.9], [-0.9, -2.2, -1.7], [-0.6, -0.4, 0.1], [-0.6, 0.2, 1.0], [-0.4, -0.2, 0.3], [-0.5, 0.0, 0.1], [-0.2, -0.2, 0.0], [0.2, 1.2, -0.5], [0.8, -0.4, 1.4], [-0.1, -1.5, -0.9], [1.9, -1.0, 1.4], [-0.3, -0.1, -0.6], [-1.7, 1.6, 1.1], [0.4, -2.1, -0.1], [-0.5, -2.0, 1.3], [-0.3, 0.1, -0.7], [-0.4, 0.0, -0.6], [-0.1, 0.9, -0.5], [0.0, -0.2, -0.5], [-0.2, 0.5, 0.1], [-0.6, -0.1, -0.1], [-0.1, 0.0, 0.3], [-0.3, -0.1, -0.3], [0.2, 1.4, -0.1], [-0.2, 1.0, -0.6], [0.3, 0.2, 0.3], [-0.1, 0.4, -0.7], [0.2, 0.3, 0.0], [0.9, 0.3, -0.1], [-0.1, -0.1, -0.1], [-0.2, -0.3, -0.3], [0.1, -0.1, 0.4], [0.2, 0.1, 0.1], [0.4, 0.3, 0.2], [-1.2, 0.4, 0.6], [0.4, -1.3, -1.4], [0.4, -1.2, 0.5], [-1.6, 0.3, 1.2], [-1.9, 1.1, 0.2], [0.6, 0.6, -3.3], [0.3, -0.6, 1.0], [1.5, 0.2, 1.3], [1.5, 0.2, -0.2], [-1.1, 0.5, -1.2], [-0.1, -0.4, 0.1], [-0.2, 0.0, -0.1], [0.1, 0.0, 0.1], [0.5, 0.2, -0.4], [0.2, -0.1, -0.7], [0.3, -0.3, 0.0], [-0.8, 0.1, -0.1], [0.0, -0.2, 0.5], [0.3, 0.7, 0.6], [-0.2, -0.3, 0.1], [0.3, -0.2, 0.3], [-0.2, 0.0, 0.1], [0.2, -0.7, 0.4], [0.2, 0.6, -0.2], [0.0, 0.2, 0.5], [-0.2, -1.1, -0.3], [3.6, 2.3, 0.4], [-2.5, -3.1, -1.0], [-2.2, -0.4, 2.9], [0.2, -0.2, 0.6], [1.1, -0.9, 0.9], [0.5, 2.4, -1.7], [0.2, -2.0, 0.9], [0.4, 2.2, -2.8], [0.3, -1.2, 0.9], [-0.3, 0.9, -0.2], [0.2, 0.2, 0.0], [0.1, -0.2, 0.1], [-0.1, 0.4, 0.4], [-0.7, 0.1, -0.4], [-0.3, 0.3, -0.3], [-0.1, 0.0, -0.3], [0.2, 0.4, 0.4], [-0.1, 0.0, 0.1], [-0.2, 0.2, -0.3], [0.0, -0.2, 0.1], [0.4, 0.3, 0.2], [-0.1, -0.2, 0.1], [-0.3, -0.5, -0.4], [-0.4, -0.4, 0.0], [0.0, 0.6, -0.3], [0.3, 0.9, -0.4], [1.1, -0.7, 1.7], [-2.6, 0.6, -2.6], [1.5, 0.6, -0.5], [-1.5, -1.6, 0.3], [0.5, 0.0, 1.5], [0.1, 1.1, -0.8], [-0.8, 0.8, 0.3], [0.1, 0.5, 1.7], [0.3, -1.4, -2.1], [0.6, 0.6, 0.2], [0.0, 0.0, 0.3], [0.1, -0.2, -0.1], [-0.2, 0.1, -0.2], [0.5, -0.3, 0.4], [0.2, 0.3, -0.2], [-0.6, -0.1, -0.2], [0.7, -0.7, 0.6], [-0.1, 0.1, 0.0], [-0.2, -0.7, -0.2], [0.3, -0.2, -0.2], [-0.2, 0.0, -0.3], [0.0, -0.4, 0.4], [-0.2, 0.4, 0.4], [0.3, 0.6, -0.2], [-0.2, -0.1, 0.2], [-0.2, 0.1, -0.4], [0.3, -1.0, 0.0], [0.4, 0.8, 0.1], [-0.8, 2.0, -0.2], [-0.9, -2.3, -0.2], [-0.4, 0.1, 1.6], [0.2, -0.4, -1.2], [-0.7, 0.9, 1.5], [1.1, -0.3, -0.2], [-0.6, 0.5, -0.9], [0.8, -0.9, -0.7], [0.1, 0.6, 0.1], [-0.5, 0.3, -0.2], [0.0, 0.2, -0.1], [0.0, 0.1, 0.0], [-0.1, 0.0, 0.2], [-0.1, 0.1, 0.0], [0.1, -0.2, -0.3], [0.5, -0.2, 0.5], [0.5, -0.4, -0.2], [0.0, 0.5, 0.1], [-0.2, -0.4, 0.1], [0.3, 0.0, -0.3], [-0.1, -0.2, 0.7], [0.1, -0.2, -0.1], [0.3, 0.4, -0.1]],
  "lowdin_charge": [0.63, -0.37, -0.36, -0.37, -0.38, -0.13, -0.09, 0.03, -0.54, 0.12, 0.07, 0.12, 0.13, 0.13, 0.12, -0.09, -0.15, 0.07, -0.57, 0.12, 0.09, 0.12, 0.12, 0.12, 0.11, -0.12, -0.16, 0.06, -0.54, 0.11, 0.07, 0.11, 0.13, 0.10, 0.13, -0.08, -0.30, -0.19, 0.47, -0.20, -0.18, -0.28, -0.11, -0.19, -0.23, -0.06, 0.08, 0.08, 0.09, 0.12, 0.13, 0.12, 0.13, 0.07, 0.08, 0.08, 0.11, 0.11, 0.06, 0.07, 0.06, -0.05, -0.25, -0.21, 0.52, -0.25, -0.21, -0.23, -0.08, -0.21, -0.25, -0.08, 0.06, 0.08, 0.08, 0.10, 0.11, 0.11, 0.11, 0.07, 0.06, 0.06, 0.12, 0.10, 0.07, 0.08, 0.08, -0.06, -0.35, -0.18, 0.53, -0.22, -0.22, -0.20, -0.05, -0.21, -0.25, -0.04, 0.06, 0.07, 0.08, 0.12, 0.11, 0.10, 0.10, 0.06, 0.06, 0.07, 0.10, 0.10, 0.06, 0.07, 0.05, -0.06, -0.29, -0.17, 0.46, -0.24, -0.17, -0.30, -0.06, -0.17, -0.26, -0.03, 0.05, 0.08, 0.07, 0.13, 0.11, 0.12, 0.12, 0.08, 0.08, 0.08, 0.11, 0.09, 0.08, 0.05, 0.06, -0.07, -0.23, -0.19, 0.50, -0.23, -0.20, -0.23, -0.04, -0.21, -0.22, -0.08, 0.07, 0.07, 0.07, 0.11, 0.11, 0.09, 0.11, 0.08, 0.07, 0.05, 0.11, 0.10, 0.07, 0.07, 0.07]
}